(1)
{
  "formula": "C4H12NO2S",
  "method": "ωB97M-V/def2-TZVPD",
  "e_homo_ev": -2.37,
  "e_above_lowest_ev": 1.815,
  "multiplicity": 1,
  "orbital_gap_ev": 5.8,
  "total_charge": -1,
  "elements": ["C", "N", "C", "C", "S", "C", "O", "H", "H", "H", "H", "H", "H", "H", "H", "H", "H", "H", "H", "O"],
  "coordinates": [[0.367383, 1.560640, 1.230000], [0.329245, 0.824005, -0.043287], [-0.181946, -0.509272, -0.073978], [-0.482747, -1.090824, -1.433659], [-2.105794, -1.755227, -1.425360], [0.962917, -1.354935, 0.622141], [0.611227, -2.562495, 1.194202], [1.410987, 1.466322, 1.779453], [0.244066, 2.649107, 1.058276], [-0.472471, 1.233438, 1.835176], [1.060197, 0.947896, -0.613643], [-1.036570, -0.631190, 0.608548], [0.090922, -2.079153, -1.604052], [-0.195979, -0.413335, -2.247307], [0.497038, -3.229528, 0.521542], [1.752727, -1.463778, -0.135276], [1.420692, -0.781408, 1.369808], [-0.657076, 2.559625, -0.922585], [-2.053275, 1.963246, -0.673367], [-1.561542, 2.666869, -1.046633]],
  "forces_ev_per_angstrom": [[2.129, 0.016, -0.457], [-3.550, 1.336, 2.411], [1.979, -1.692, 2.171], [1.200, -1.735, -0.211], [-2.270, -0.292, -0.593], [-0.463, 0.314, -1.952], [-0.047, -0.921, 0.777], [-2.047, -0.072, -0.564], [-0.018, -0.474, 0.027], [0.191, -0.131, 0.267], [3.398, 0.620, -2.322], [-0.042, 0.405, -0.497], [0.160, 1.780, 0.273], [-0.250, 0.143, 0.039], [-0.352, -0.107, -0.385], [0.042, -0.206, -0.160], [0.368, 0.920, 1.466], [2.051, -1.181, 0.545], [-0.124, -1.413, 0.478], [-2.356, 2.690, -1.314]],
  "mulliken_charge": [-0.841, -0.175, 0.194, -0.736, -0.656, -0.967, -0.550, 0.247, 0.310, 0.327, 0.169, 0.231, 0.098, 0.278, 0.324, 0.413, 0.342, 0.338, 0.295, -0.641]
}

=====

(2)
{
  "formula": "C4H12NO3",
  "method": "ωB97M-V/def2-TZVPD",
  "e_homo_ev": -4.06,
  "e_above_lowest_ev": 0.345,
  "multiplicity": 1,
  "orbital_gap_ev": 8.0,
  "total_charge": -1,
  "elements": ["C", "C", "C", "O", "N", "C", "O", "H", "H", "H", "H", "H", "H", "H", "H", "H", "H", "H", "H", "O"],
  "coordinates": [[-1.061185, 0.289756, -0.034777], [-0.216939, 0.723438, -1.277267], [-1.161275, 0.669028, -2.525793], [0.851985, -0.129053, -1.542940], [-0.539457, 0.761697, 1.252301], [0.886030, 0.508659, 1.589230], [1.539482, -0.519556, 0.970710], [-1.195614, -0.797467, -0.140373], [-2.025977, 0.797473, -0.188479], [0.256481, 1.682255, -1.024910], [-2.105365, 1.154173, -2.296930], [-0.515125, 1.135650, -3.277325], [-1.271902, -0.376264, -2.801235], [1.289048, -0.289724, -0.603202], [-1.109333, 0.327291, 1.967029], [0.918575, 0.365175, 2.687990], [1.436772, 1.452969, 1.359658], [0.663746, -2.950352, 2.178043], [1.744177, -1.922276, 1.685939], [1.615875, -2.882870, 2.022332]],
  "forces_ev_per_angstrom": [[0.586, 0.730, -0.819], [-0.879, -0.842, 0.709], [2.068, 0.566, 1.000], [0.839, -0.636, 0.913], [-0.323, -0.452, 0.108], [1.098, 0.074, -0.252], [-0.481, 0.072, -0.425], [0.025, 0.035, 0.221], [-0.011, -0.317, 0.300], [-0.820, 0.595, -0.415], [-0.037, 0.199, -0.498], [-0.821, 0.156, -0.441], [-0.215, -0.095, 0.117], [-0.367, -0.219, -0.747], [0.012, -0.005, 0.068], [-0.197, 0.292, -0.013], [-0.309, -0.038, 0.202], [0.381, 0.154, -0.173], [-0.584, -0.455, -0.108], [0.038, 0.186, 0.253]],
  "mulliken_charge": [-0.649, 0.232, -1.342, -0.650, -0.357, -0.445, -0.906, 0.227, 0.385, 0.266, 0.396, 0.321, 0.303, 0.482, 0.276, 0.358, 0.159, 0.258, 0.431, -0.746]
}

=====

(3)
{
  "formula": "C4H12NO3",
  "method": "ωB97M-V/def2-TZVPD",
  "e_homo_ev": -4.35,
  "e_above_lowest_ev": 0.479,
  "multiplicity": 1,
  "orbital_gap_ev": 8.3,
  "total_charge": -1,
  "elements": ["C", "C", "C", "O", "N", "C", "O", "H", "H", "H", "H", "H", "H", "H", "H", "H", "H", "H", "H", "O"],
  "coordinates": [[-0.911035, -0.077769, -0.681495], [-0.623379, 1.366518, -0.308267], [-1.761082, 2.371607, -0.391849], [0.069042, 1.543587, 0.934311], [0.208754, -0.814752, -1.299301], [1.479335, -0.523007, -0.643476], [1.498882, -0.798017, 0.716417], [-1.392389, -0.680948, 0.107346], [-1.769925, -0.044314, -1.394230], [0.128112, 1.644301, -1.066914], [-2.346835, 2.276849, -1.298200], [-1.301772, 3.352788, -0.180552], [-2.430214, 2.188011, 0.456424], [0.531791, 0.677342, 1.101053], [0.084160, -1.799036, -1.075678], [2.331405, -1.077887, -1.090922], [1.745411, 0.551939, -0.724299], [0.154605, -2.776573, 2.220592], [0.895117, -1.785261, 0.957588], [0.068764, -2.658924, 1.271295]],
  "forces_ev_per_angstrom": [[-2.040, -0.695, -0.175], [1.673, 0.061, -0.491], [0.299, -0.417, 1.468], [-0.608, -0.576, -0.002], [0.556, 0.241, 0.105], [1.211, 0.447, 0.798], [-0.076, 0.318, 0.233], [0.643, 0.400, 0.480], [0.690, 0.114, -0.189], [-0.345, 0.298, -0.287], [0.179, 0.345, -0.316], [-0.449, -0.178, -0.584], [-0.114, -0.031, -0.063], [0.086, 0.238, 0.041], [-0.392, 0.013, -0.155], [-0.656, -0.009, -0.547], [-0.246, -0.352, -0.489], [-0.002, -0.008, -0.009], [-0.668, -0.104, 0.477], [0.260, -0.104, -0.294]],
  "mulliken_charge": [-0.480, 0.428, -1.524, -0.636, -0.505, -0.561, -0.798, 0.291, 0.327, 0.174, 0.395, 0.326, 0.343, 0.515, 0.380, 0.266, 0.327, 0.186, 0.452, -0.905]
}

=====

(4)
{
  "formula": "C4H12NO3",
  "method": "ωB97M-V/def2-TZVPD",
  "e_homo_ev": -4.49,
  "e_above_lowest_ev": 7.762,
  "multiplicity": 1,
  "orbital_gap_ev": 4.6,
  "total_charge": -1,
  "elements": ["C", "O", "C", "C", "C", "O", "N", "H", "H", "H", "H", "H", "H", "H", "H", "H", "H", "H", "H", "O"],
  "coordinates": [[-1.527386, -0.229273, 0.266922], [-1.447530, -0.094138, -1.138746], [-0.094020, -0.291100, 0.847543], [0.855540, -0.940595, -0.103753], [1.910435, 0.092236, -0.783614], [2.896639, -0.432547, -1.406882], [-1.062389, -0.859027, 3.137980], [-1.995572, 0.703912, 0.577680], [-2.098678, -1.133553, 0.474153], [0.246663, 0.750372, 1.045112], [1.455963, -1.772959, 0.271928], [0.341116, -1.368468, -0.997040], [1.231112, 0.705003, -1.436174], [2.118163, 0.817608, 0.085352], [-1.960258, -1.316079, 3.186414], [-0.409835, -0.657834, 1.968269], [-0.690425, -0.626336, 4.045179], [-0.428107, 2.853194, -1.735298], [-1.162489, 0.899703, -1.302876], [-0.957632, 2.332632, -1.125028]],
  "forces_ev_per_angstrom": [[0.155, 0.955, -1.575], [0.065, -0.716, 0.269], [0.834, 1.793, -5.127], [-1.742, -2.345, 0.233], [1.046, 2.964, 0.434], [-0.230, -0.444, 0.374], [0.664, 0.202, -1.164], [-0.287, -0.260, 0.851], [-0.072, 0.065, 0.344], [-0.057, -0.674, 0.920], [0.622, 0.728, 0.363], [-0.122, 0.095, 0.978], [-0.579, -0.583, -0.002], [0.437, -0.733, -0.529], [0.102, -0.036, -0.551], [-1.417, -1.318, 4.244], [0.472, 0.145, -0.306], [0.021, -0.135, -0.022], [-0.138, 0.440, 0.093], [0.226, -0.144, 0.175]],
  "mulliken_charge": [-0.858, -0.650, 0.394, -0.396, -0.177, -0.625, -0.633, 0.377, 0.392, 0.333, 0.390, 0.265, 0.134, 0.234, 0.104, -0.047, 0.092, 0.150, 0.450, -0.930]
}

=====

(5)
{
  "formula": "C4H12NO3",
  "method": "ωB97M-V/def2-TZVPD",
  "e_homo_ev": -3.47,
  "e_above_lowest_ev": 0.715,
  "multiplicity": 1,
  "orbital_gap_ev": 7.4,
  "total_charge": -1,
  "elements": ["C", "O", "C", "C", "C", "O", "N", "H", "H", "H", "H", "H", "H", "H", "H", "H", "H", "H", "H", "O"],
  "coordinates": [[-0.751036, 0.854283, 0.245438], [0.268130, 0.458916, 1.075613], [-0.607056, 0.313159, -1.204385], [0.375811, -0.831743, -1.211733], [-0.198334, -2.143040, -0.616338], [0.713831, -2.658957, 0.350816], [-0.077216, 1.404461, -2.058409], [-1.727446, 0.496036, 0.660136], [-0.951113, 1.948344, 0.215598], [-1.588543, 0.140222, -1.656613], [0.774475, -1.040436, -2.206373], [1.194982, -0.569449, -0.568743], [-1.239991, -1.993210, -0.326678], [-0.189847, -2.908396, -1.398071], [0.806433, -1.936715, 0.993393], [0.193442, 1.103142, -2.981588], [0.743793, 1.861153, -1.693886], [0.457471, 1.715683, 2.175466], [-0.620412, 2.429504, 2.981094], [0.320911, 2.245184, 3.024791]],
  "forces_ev_per_angstrom": [[-0.516, -0.761, 1.089], [0.095, 0.675, -0.224], [0.939, 1.543, -0.645], [-1.048, -1.360, -0.107], [1.255, 0.114, -1.194], [-0.798, 0.106, 0.544], [-0.312, 0.804, -0.339], [-0.095, -0.274, -0.297], [0.452, 0.046, -0.332], [-0.003, -0.638, 0.218], [-0.132, 0.144, -0.221], [0.354, 0.425, 0.187], [0.059, -0.113, 0.720], [-0.261, -0.045, -0.001], [0.006, 0.120, 0.026], [-0.089, -0.413, -0.178], [0.132, -0.105, 0.600], [-0.120, -0.649, 0.326], [-0.039, -0.008, 0.087], [0.121, 0.391, -0.257]],
  "mulliken_charge": [-0.765, -0.935, 0.548, -0.743, -0.528, -0.581, -0.841, 0.193, 0.422, 0.292, 0.329, 0.226, 0.256, 0.325, 0.366, 0.211, 0.223, 0.457, 0.257, -0.712]
}

=====

(6)
{
  "formula": "C4H12NO3",
  "method": "ωB97M-V/def2-TZVPD",
  "e_homo_ev": -15.23,
  "e_above_lowest_ev": 4.230,
  "multiplicity": 1,
  "orbital_gap_ev": 12.1,
  "total_charge": 1,
  "elements": ["C", "C", "C", "C", "N", "O", "O", "O", "H", "H", "H", "H", "H", "H", "H", "H", "H", "H", "H", "H"],
  "coordinates": [[0.056898, -1.473060, 1.674996], [-1.065690, 2.026584, -1.008269], [0.930452, -0.759020, 0.650302], [-0.069970, -0.296844, -0.471801], [0.231397, 1.139813, -1.055073], [1.419117, 0.566563, 1.006742], [0.586090, -1.129780, -1.930309], [-1.317478, -0.597393, -0.420338], [0.674186, -2.054486, 2.309099], [-0.591394, -2.100896, 1.211111], [-0.375215, -0.801191, 2.291126], [-0.674584, 2.895696, -1.370748], [-1.855726, 1.532963, -1.748642], [-1.468371, 2.057117, 0.106523], [1.841434, -1.148645, 0.237672], [0.982381, 1.378184, -0.448506], [0.623984, 0.785898, -1.977029], [1.535496, 0.527500, 1.931395], [-0.192295, -1.191434, -2.390952], [-1.674575, -0.579210, 0.474182]],
  "forces_ev_per_angstrom": [[4.423, -0.092, -0.710], [-1.042, -4.013, 0.820], [-1.496, 2.742, -1.345], [4.419, -1.960, -4.677], [-2.539, -2.874, -0.356], [-0.459, -0.589, 0.380], [1.499, 2.252, 5.258], [-1.819, 0.215, -0.146], [0.635, -0.793, 0.654], [-1.943, -1.900, -1.234], [-1.886, 2.398, 1.872], [0.216, 2.798, -0.724], [1.817, 1.207, 1.799], [1.025, 0.070, -2.561], [-0.328, -1.518, -0.340], [0.910, 1.398, 0.759], [-0.693, 1.023, 0.654], [0.639, 0.561, 1.829], [-3.200, -0.674, -2.188], [-0.178, -0.251, 0.256]],
  "mulliken_charge": [-2.122, -0.685, 0.515, 0.189, -0.059, -0.596, -0.626, -0.478, 0.413, 0.568, 0.703, 0.426, 0.284, 0.269, 0.390, 0.348, 0.423, 0.293, 0.300, 0.443]
}

=====

| no. | DFT total energy (Ha) |
| --- | --- |
| 1 | -762.9985 |
| 2 | -440.0954 |
| 3 | -440.0906 |
| 4 | -439.8229 |
| 5 | -440.0819 |
| 6 | -439.7191 |